Entry 1:
{
  "formula": "C47H52BrCl2LaN6OP2S2",
  "method": "ωB97M-V with the def2-TZVPD basis set",
  "gap_ev": 6.14,
  "e_tot_ev": -196771.96679,
  "charge": -2,
  "e_homo_ha": -0.0897,
  "lumo_energy_ev": 3.699,
  "symbols": ["La", "C", "C", "C", "P", "C", "C", "C", "C", "C", "C", "C", "C", "C", "N", "C", "C", "C", "C", "C", "C", "P", "C", "C", "C", "C", "C", "C", "H", "H", "H", "H", "H", "H", "H", "H", "H", "H", "H", "H", "H", "H", "H", "H", "H", "H", "H", "H", "H", "H", "H", "H", "H", "H", "H", "H", "H", "H", "H", "H", "H", "H", "H", "H", "O", "C", "N", "C", "C", "C", "C", "C", "C", "N", "C", "C", "C", "C", "C", "N", "H", "H", "H", "H", "H", "H", "H", "H", "H", "H", "Cl", "C", "Cl", "H", "H", "S", "C", "S", "C", "C", "N", "C", "N", "Br", "C", "C", "C", "C", "C", "C", "H", "H", "H", "H"],
  "xyz": [[0.94637, -0.92417, -0.32728], [-3.93126, -0.79698, 2.83047], [-2.66453, 0.05245, 2.93601], [-2.79225, 1.10385, 4.04676], [-1.13771, -1.01776, 2.86236], [-1.35125, -2.20553, 4.27656], [-0.15964, -3.16068, 4.40793], [-1.78128, -1.66460, 5.64924], [0.14914, 0.18339, 3.30665], [0.89808, 0.16495, 4.49166], [1.83448, 1.14004, 4.77685], [2.04847, 2.15487, 3.84154], [1.34543, 2.16625, 2.65794], [0.36897, 1.19461, 2.35394], [-0.32294, 1.21087, 1.11462], [-0.82047, 2.45143, 0.78133], [-1.06676, 3.44016, 1.78624], [-1.42141, 4.73960, 1.50513], [-1.59691, 5.15888, 0.18677], [-1.52149, 4.18543, -0.79328], [-1.21444, 2.84425, -0.53852], [-1.58530, 1.58018, -1.80542], [-1.40601, 2.47974, -3.45496], [-2.53660, 3.39692, -3.93713], [-1.11689, 1.47936, -4.58465], [-3.45034, 1.56418, -1.64229], [-4.07194, 0.51289, -2.56767], [-3.93880, 1.39424, -0.20510], [-4.80644, -0.15580, 2.67704], [-4.10659, -1.37160, 3.74515], [-3.88634, -1.49898, 1.99308], [-2.55310, 0.60129, 1.99971], [-3.23536, 0.68566, 4.95112], [-3.44512, 1.91489, 3.70667], [-1.83392, 1.54978, 4.31732], [-2.17867, -2.81085, 3.89035], [0.70715, -2.68097, 4.86677], [0.17403, -3.55450, 3.44634], [-0.43897, -4.00823, 5.04287], [-1.19322, -0.80424, 5.96955], [-1.66016, -2.44626, 6.40816], [-2.82664, -1.36103, 5.66018], [0.74818, -0.63449, 5.20348], [2.40922, 1.09586, 5.69454], [2.80642, 2.91053, 4.01728], [1.55925, 2.92520, 1.91378], [-0.93163, 3.15649, 2.82006], [-1.55954, 5.43559, 2.32584], [-1.82031, 6.18796, -0.06377], [-1.71929, 4.48171, -1.81388], [-0.51171, 3.09100, -3.31074], [-3.42144, 2.81932, -4.21363], [-2.20195, 3.91645, -4.84141], [-2.85203, 4.15031, -3.21944], [-2.00509, 0.88572, -4.81948], [-0.32180, 0.77772, -4.34927], [-0.83425, 2.01539, -5.49712], [-3.77578, 2.55639, -1.96498], [-3.73983, -0.49504, -2.30972], [-3.81578, 0.67526, -3.61589], [-5.16488, 0.53525, -2.48868], [-3.63596, 0.44215, 0.23357], [-5.03442, 1.41897, -0.19114], [-3.57179, 2.19281, 0.44228], [3.79296, 2.85257, -1.26321], [3.25006, 1.84370, -0.77443], [2.29545, 1.08592, -1.31147], [1.98491, 1.50579, -2.66523], [2.27978, 0.41197, -3.65594], [2.62007, 0.70400, -4.97424], [2.87453, -0.33634, -5.84643], [2.79601, -1.64017, -5.37635], [2.44655, -1.83947, -4.05316], [2.18299, -0.83683, -3.21087], [3.76448, 1.39321, 0.57854], [4.80024, 2.12078, 1.14519], [5.33432, 1.69889, 2.35055], [4.79814, 0.57553, 2.95073], [3.74499, -0.07423, 2.32701], [3.23071, 0.31035, 1.15237], [2.55145, 2.39504, -2.94174], [0.92920, 1.76735, -2.73790], [2.68941, 1.73828, -5.29025], [3.14307, -0.13526, -6.87716], [2.99831, -2.48933, -6.01600], [2.35874, -2.83860, -3.64437], [5.16342, 2.98020, 0.60131], [6.15767, 2.23653, 2.80819], [5.17093, 0.19202, 3.89247], [3.29696, -0.94830, 2.77730], [-2.43711, -1.73195, -0.35750], [-2.18726, -3.48520, -0.20263], [-0.64984, -3.85984, 0.56697], [-2.18550, -3.89823, -1.20549], [-2.99188, -3.87286, 0.41016], [2.08132, -2.80026, 1.73869], [3.36894, -3.28947, 0.68505], [3.26396, -2.87466, -0.97432], [4.45115, -3.99682, 1.21713], [5.53741, -4.46442, 0.39773], [6.43272, -4.86141, -0.21386], [4.53418, -4.31174, 2.61867], [4.63429, -4.57840, 3.73813], [-1.60235, -4.82918, -6.11969], [-1.01701, -3.84221, -4.58951], [-0.20428, -4.44684, -3.64920], [0.21667, -3.69804, -2.54348], [-0.13028, -2.35276, -2.30783], [-0.97776, -1.83415, -3.30449], [-1.41877, -2.52726, -4.43144], [0.11034, -5.47601, -3.77624], [0.88457, -4.19979, -1.84979], [-1.33391, -0.81624, -3.20708], [-2.05995, -2.05443, -5.16659]],
  "atomic_forces_ev_per_a": [[1.0, 0.4, -0.1], [-0.1, 0.0, 0.0], [0.0, 0.1, 0.0], [0.0, -0.1, 0.0], [0.0, -0.1, -0.2], [0.0, 0.0, 0.2], [0.1, 0.0, 0.0], [0.1, 0.0, 0.0], [0.0, 0.1, 0.1], [0.0, 0.0, 0.0], [-0.1, 0.0, -0.1], [0.0, 0.0, 0.0], [0.1, 0.0, -0.1], [0.0, 0.1, -0.2], [0.2, 0.4, 0.1], [0.0, -0.2, 0.1], [0.1, 0.0, -0.1], [0.0, 0.0, 0.0], [0.1, -0.1, 0.1], [0.0, -0.1, 0.0], [0.0, 0.1, 0.0], [0.1, -0.2, 0.3], [-0.1, 0.0, -0.1], [0.0, 0.0, -0.1], [0.0, 0.1, 0.0], [-0.1, 0.0, -0.1], [0.0, 0.0, 0.0], [0.0, -0.1, 0.0], [0.0, 0.0, 0.0], [0.0, 0.0, 0.0], [0.0, 0.1, 0.1], [0.0, 0.0, 0.0], [0.0, 0.0, 0.1], [0.0, 0.0, 0.0], [0.0, -0.1, -0.1], [-0.1, 0.0, 0.0], [0.0, 0.0, -0.1], [-0.1, 0.1, 0.1], [0.0, 0.0, 0.0], [0.0, 0.0, 0.0], [0.0, 0.0, 0.0], [-0.1, 0.0, -0.1], [0.0, 0.0, 0.0], [0.0, 0.0, 0.0], [0.0, 0.0, 0.0], [0.0, 0.0, 0.0], [0.0, 0.0, 0.0], [0.0, 0.0, 0.0], [0.0, 0.0, 0.0], [0.0, 0.0, 0.1], [0.0, 0.0, 0.0], [0.0, 0.0, 0.0], [0.0, 0.0, 0.0], [0.0, 0.0, 0.0], [0.0, 0.0, 0.0], [0.1, 0.0, 0.1], [0.0, 0.0, 0.0], [-0.1, 0.0, 0.0], [0.0, 0.1, 0.0], [0.0, 0.0, 0.0], [0.0, 0.0, 0.0], [0.0, 0.1, -0.1], [0.0, 0.0, 0.0], [0.0, 0.0, 0.0], [0.0, 0.0, 0.0], [0.0, -0.1, 0.1], [0.0, 0.2, 0.1], [0.0, -0.1, 0.0], [0.0, 0.0, 0.1], [0.0, 0.0, -0.1], [0.0, 0.0, 0.0], [0.0, 0.0, 0.0], [-0.1, 0.1, 0.1], [0.0, -0.1, -0.1], [-0.2, -0.1, -0.1], [0.1, 0.0, 0.1], [0.0, 0.1, 0.0], [0.0, -0.1, 0.0], [0.0, 0.0, -0.2], [0.2, 0.0, 0.2], [0.0, 0.1, 0.0], [-0.1, -0.1, -0.1], [0.0, 0.0, 0.0], [0.0, 0.0, 0.0], [0.0, 0.0, 0.0], [0.0, 0.0, 0.0], [0.0, 0.0, 0.0], [0.0, 0.0, 0.0], [0.0, 0.0, 0.0], [0.0, 0.0, 0.0], [-0.2, -0.1, 0.1], [0.0, -0.1, -0.1], [-0.2, 0.0, 0.1], [0.0, 0.0, 0.0], [-0.1, 0.0, 0.0], [-0.1, -0.1, 0.1], [0.0, 0.0, 0.1], [-0.1, 0.2, 0.2], [0.3, -0.2, 0.1], [-0.4, 0.2, 0.4], [0.0, 0.0, 0.0], [0.0, 0.1, -0.6], [0.0, 0.0, 0.0], [0.0, 0.0, -0.1], [0.0, 0.1, 0.1], [0.0, 0.1, 0.1], [0.0, -0.1, -0.1], [-0.3, -0.5, -0.4], [-0.1, 0.0, 0.0], [0.1, -0.1, 0.1], [0.0, 0.0, 0.0], [0.0, 0.0, 0.0], [0.0, 0.1, 0.0], [0.0, 0.0, 0.0]]
}

=====

Entry 2:
{
  "formula": "C3H8N4",
  "method": "ωB97M-V with the def2-TZVPD basis set",
  "e_above_lowest_kcal_mol": 142.4,
  "gap_ev": 9.46,
  "e_tot_ev": -9176.02133,
  "charge": 2,
  "e_homo_ha": -0.7717,
  "lumo_energy_ev": -11.542,
  "symbols": ["C", "N", "C", "C", "N", "N", "N", "H", "H", "H", "H", "H", "H", "H", "H"],
  "xyz": [[1.56726, 0.61317, -0.35680], [0.32601, 0.51244, 0.52582], [-0.63784, -0.53871, 0.29993], [-2.02284, -0.08588, -0.28110], [-2.67409, 1.13875, -0.05351], [-3.61447, 0.40456, 0.08843], [-3.13882, -0.75796, -0.59006], [2.27239, 1.45550, -0.15015], [2.12462, -0.27177, -0.06549], [1.19025, 0.85790, -1.42258], [0.82320, 0.36408, 1.40590], [-0.05127, 1.52667, 0.79364], [-0.28836, -1.37857, -0.38693], [-0.83741, -1.11090, 1.19402], [-3.59581, -1.66714, -0.58857]],
  "atomic_forces_ev_per_a": [[-0.3, 1.2, -2.3], [1.3, 4.2, 2.2], [-2.2, -1.5, -1.9], [2.6, -2.2, 0.0], [2.9, 2.9, -0.3], [-5.1, -0.6, 1.6], [1.0, 0.1, -1.0], [-1.2, -0.2, 0.7], [0.0, -0.4, -1.2], [1.0, -1.3, 1.5], [-0.5, -0.6, 0.6], [0.2, -2.4, -1.3], [0.0, 1.3, 0.4], [-0.2, 0.1, 0.7], [0.4, -0.5, 0.3]]
}

=====

Entry 3:
{
  "formula": "C17H48AsF6O7",
  "method": "ωB97M-V with the def2-TZVPD basis set",
  "e_above_lowest_kcal_mol": 0.0,
  "gap_ev": 9.67,
  "e_tot_ev": -109889.35808,
  "charge": -1,
  "e_homo_ha": -0.2576,
  "lumo_energy_ev": 2.663,
  "symbols": ["As", "F", "F", "F", "F", "F", "F", "C", "C", "O", "H", "H", "H", "H", "H", "H", "C", "C", "O", "H", "H", "H", "H", "H", "H", "C", "C", "O", "H", "H", "H", "H", "H", "H", "C", "C", "O", "H", "H", "H", "H", "H", "H", "C", "C", "C", "O", "H", "H", "H", "H", "H", "H", "H", "H", "C", "C", "C", "O", "H", "H", "H", "H", "H", "H", "H", "H", "C", "C", "C", "O", "H", "H", "H", "H", "H", "H", "H", "H"],
  "xyz": [[0.33918, -0.80613, -0.46360], [-1.37691, -0.70244, -0.62215], [0.46653, 0.85602, -0.96647], [2.07459, -0.93287, -0.33507], [0.23812, -2.45503, 0.01140], [0.48131, -1.24880, -2.13031], [0.23920, -0.31304, 1.18958], [1.60295, -2.41154, -6.25011], [0.21030, -2.59157, -5.69906], [-0.25894, -1.30261, -5.31700], [1.55544, -1.87603, -7.20468], [2.02836, -3.37442, -6.55037], [2.23343, -1.84703, -5.56960], [0.16607, -3.28447, -4.85294], [-0.45360, -2.99088, -6.47995], [-1.16200, -1.37852, -4.98132], [-3.86626, 0.37549, -2.53902], [-3.01295, -0.09976, -3.69396], [-2.49521, -1.40526, -3.48258], [-4.18989, 1.40097, -2.74613], [-3.29807, 0.36450, -1.60996], [-4.75601, -0.24314, -2.41283], [-2.18660, 0.60668, -3.83692], [-3.58617, -0.11944, -4.62204], [-1.73214, -1.33790, -2.89632], [-0.21623, -3.05714, 3.33432], [-0.77653, -2.97871, 4.74249], [-0.08773, -3.92056, 5.57453], [0.84031, -2.80158, 3.35481], [-0.74949, -2.37193, 2.67108], [-0.35899, -4.03768, 2.87735], [-1.85319, -3.16169, 4.74163], [-0.55475, -1.98272, 5.13509], [0.11483, -3.49084, 6.40674], [1.54583, 5.86496, -0.79022], [0.87410, 4.58598, -1.24917], [1.49485, 3.50065, -0.62816], [1.63446, 5.87205, 0.29807], [0.99320, 6.72001, -1.18415], [2.56921, 5.94881, -1.16330], [0.98178, 4.53293, -2.34992], [-0.21395, 4.65906, -1.10624], [1.03760, 2.67465, -0.82773], [-4.56117, 0.71278, 1.26149], [-4.94498, -0.75145, 1.19948], [-4.00286, -1.62077, 2.02052], [-6.29366, -0.90160, 1.73003], [-5.18472, 1.32219, 0.59821], [-3.52894, 0.86768, 0.93957], [-4.69348, 1.16720, 2.24911], [-5.00665, -1.09612, 0.16821], [-4.13055, -1.32531, 3.06508], [-2.96731, -1.47901, 1.70636], [-4.23501, -2.68196, 1.94143], [-6.41638, -0.18952, 2.36540], [1.34134, 3.88421, 3.37127], [0.63808, 2.62042, 2.97753], [-0.56990, 2.87487, 2.08679], [1.58567, 1.80585, 2.30827], [1.53526, 4.48780, 2.47150], [2.30217, 3.71737, 3.84975], [0.69416, 4.55275, 3.94855], [0.28764, 2.08192, 3.87448], [-0.26409, 3.26296, 1.11444], [-1.25875, 3.58684, 2.55938], [-1.15010, 1.96099, 1.94061], [1.12066, 1.02666, 1.97607], [4.81167, -2.73401, 0.69460], [5.40364, -1.32996, 0.64954], [6.07706, -1.02373, -0.66765], [4.40611, -0.36741, 0.96490], [4.22070, -2.84374, 1.60465], [5.56067, -3.52883, 0.66199], [4.12510, -2.89611, -0.14356], [6.09761, -1.24985, 1.49342], [6.75398, -0.17335, -0.58818], [5.33242, -0.84561, -1.44655], [6.67049, -1.87460, -1.02202], [3.70810, -0.45861, 0.29947]],
  "atomic_forces_ev_per_a": [[0.9, -0.3, -0.7], [-0.4, 0.0, 0.1], [0.0, 0.2, 0.2], [-0.1, 0.2, 0.0], [-0.3, -0.2, 0.1], [-0.3, -0.2, -0.2], [-0.2, 0.0, 0.3], [-0.1, -0.3, -0.9], [-0.5, 0.4, -0.1], [0.1, 0.0, -0.3], [-0.1, 0.3, 0.2], [0.2, 0.0, 0.5], [0.1, -0.2, 0.1], [0.2, 0.0, 0.1], [0.1, -0.1, 0.0], [0.0, -0.2, 0.2], [-0.2, 0.2, -0.1], [0.3, 0.2, 0.2], [0.0, -0.2, -0.4], [0.0, 0.0, 0.1], [0.0, 0.0, 0.0], [0.0, -0.1, 0.0], [0.0, 0.0, -0.1], [0.0, -0.1, 0.0], [0.1, 0.0, 0.2], [-0.4, 0.0, -0.1], [0.7, 0.1, -0.3], [-0.2, -0.2, 0.0], [0.0, 0.0, -0.2], [0.2, 0.2, 0.1], [0.2, -0.1, 0.3], [0.0, 0.0, 0.2], [-0.4, 0.1, -0.1], [0.0, 0.0, 0.1], [0.2, -0.1, 0.0], [0.1, 0.4, -1.1], [-0.1, 0.0, 0.2], [-0.3, 0.2, 0.0], [0.0, 0.1, 0.3], [0.0, -0.2, -0.1], [0.0, -0.1, 0.2], [0.1, -0.2, 0.5], [0.1, -0.1, 0.0], [0.1, 0.6, -0.6], [-0.6, 0.0, 0.8], [0.0, 0.2, -0.1], [0.3, 0.0, -0.4], [0.0, -0.2, -0.1], [0.0, 0.0, 0.1], [0.2, -0.4, 0.2], [0.1, 0.0, -0.1], [0.2, -0.1, 0.0], [0.0, 0.0, 0.1], [-0.1, 0.0, -0.1], [0.0, -0.1, 0.0], [-0.1, 1.2, -0.6], [-0.1, -0.7, -0.2], [-0.5, 0.2, 0.2], [0.0, 0.1, 0.2], [0.2, -0.4, 0.0], [-0.1, -0.1, 0.2], [0.1, -0.3, 0.4], [0.0, 0.2, 0.1], [0.1, 0.0, 0.1], [0.1, 0.0, 0.0], [0.2, -0.1, -0.1], [0.2, 0.0, -0.1], [-0.4, -0.1, -0.2], [-0.3, -0.2, 0.7], [0.4, -0.3, -0.3], [0.3, -0.1, -0.3], [0.1, 0.0, 0.0], [0.1, 0.1, 0.0], [0.0, 0.1, 0.0], [0.2, 0.0, -0.2], [-0.2, 0.2, -0.1], [-0.1, 0.2, 0.1], [0.0, 0.0, 0.2], [-0.1, 0.2, 0.3]]
}